1.
C47H114Br4N8O8 | ωB97M-V/def2-TZVPD

Structure (ORCA input):
```
! wB97M-V def2-TZVPD RIJCOSX def2/J DEFGRID3
* xyz 4 1
C 7.184 1.194 -5.786
C 7.774 0.102 -5.041
C 9.232 -0.145 -5.277
C 9.884 -1.119 -4.247
C 9.979 -0.335 -2.943
C 8.589 -0.039 -2.352
N 7.753 0.676 -3.514
O 7.207 1.634 -3.282
C 8.639 1.064 -1.243
C 7.873 -1.331 -1.783
C 6.825 -1.127 -5.016
H 7.238 0.942 -6.857
H 7.814 2.039 -5.654
H 6.167 1.469 -5.500
H 9.680 0.831 -5.204
H 9.317 -0.462 -6.327
H 10.910 -1.241 -4.640
H 9.340 -2.070 -4.144
H 10.512 0.642 -3.125
H 10.530 -0.798 -2.147
H 9.032 2.008 -1.554
H 9.424 0.682 -0.528
H 7.742 1.191 -0.708
H 8.251 -1.340 -0.760
H 8.177 -2.311 -2.227
H 6.806 -1.229 -1.734
H 7.078 -1.854 -5.803
H 5.838 -0.749 -5.230
H 6.938 -1.746 -4.033
C 7.901 -3.649 8.299
C 9.222 -4.344 8.083
C 9.296 -5.847 8.031
C 8.280 -6.850 8.119
C 7.363 -7.209 9.132
C 6.769 -8.562 9.358
N 2.417 -10.719 6.367
O 2.465 -10.187 7.279
C 5.407 -8.671 9.784
C 7.514 -9.675 8.916
C 10.259 -3.643 7.493
H 7.924 -2.669 7.740
H 7.958 -3.229 9.331
H 7.182 -4.364 8.102
H 10.933 1.910 9.114
H 10.226 -6.211 7.934
H 8.500 -7.803 7.893
H 8.028 -2.972 -4.794
H 7.259 -6.723 10.282
H -6.193 13.809 7.032
H 4.770 -9.561 9.549
H 4.723 -7.799 9.680
H 5.589 -8.479 10.992
H 7.108 -10.651 9.240
H 8.495 -9.661 9.519
H 7.408 -9.688 7.827
H 10.990 -4.322 7.144
H 10.225 -2.519 7.296
H 12.006 7.741 -9.240
C 2.835 4.036 2.139
C 3.784 5.214 1.763
C 5.161 4.723 1.830
C 6.204 5.532 1.212
C 5.863 5.582 -0.292
C 4.484 6.144 -0.548
N 3.530 5.623 0.296
O 2.448 5.299 -0.072
C 4.148 5.951 -1.965
C 4.520 7.670 -0.153
C 3.549 6.466 2.670
H 3.230 3.811 3.119
H 2.860 3.080 1.523
H 1.855 4.405 2.311
H 5.200 3.736 1.327
H 5.374 4.422 2.835
H 7.159 5.043 1.444
H 6.288 6.533 1.581
H 5.874 4.581 -0.651
H 6.703 6.098 -0.783
H 5.073 6.081 -2.515
H 3.368 6.674 -2.181
H 3.740 4.915 -2.170
H 5.024 7.922 0.750
H 3.468 7.927 -0.152
H 4.871 8.150 -1.034
H 3.520 6.146 3.714
H 2.589 6.912 2.568
H 4.338 7.149 2.492
C -7.435 1.099 0.807
C -6.913 0.529 2.136
C -7.745 -0.707 2.652
O -6.974 -1.532 3.506
C -7.760 -2.603 3.952
N -5.660 -0.122 1.843
H -5.248 -0.460 2.699
H -5.863 -0.985 1.282
H -4.960 0.508 1.410
H -7.442 0.301 0.059
H -6.833 1.951 0.434
H -8.451 1.472 0.970
H -6.742 1.355 2.835
H -8.070 -1.294 1.776
H -8.628 -0.364 3.181
H -8.518 -2.792 3.205
H -8.179 -2.416 4.904
H -7.086 -3.456 3.971
C -9.284 -7.110 0.263
C -7.991 -6.300 0.377
C -6.758 -7.093 0.524
O -6.469 -7.677 -0.687
C -5.152 -8.267 -0.788
N -7.963 -5.419 -0.835
H -7.558 -6.046 -1.558
H -8.899 -5.117 -1.160
H -7.307 -4.618 -0.616
H -9.132 -7.877 -0.524
H -10.192 -6.543 0.009
H -9.429 -7.626 1.201
H -7.968 -5.618 1.220
H -6.862 -7.906 1.292
H -5.989 -6.389 0.813
H -5.112 -9.271 -0.285
H -4.433 -7.596 -0.405
H -4.971 -8.371 -1.868
C -2.573 -3.139 -0.953
C -1.772 -2.119 -1.717
C -2.664 -1.415 -2.782
O -3.618 -0.719 -2.114
C -4.722 -0.510 -2.983
N -1.272 -1.049 -0.823
H -2.005 -0.391 -0.577
H -0.971 -1.585 -0.001
H -0.500 -0.556 -1.234
H -2.024 -3.841 -0.306
H -3.156 -3.595 -1.725
H -3.306 -2.586 -0.317
H -0.925 -2.606 -2.277
H -3.032 -2.239 -3.425
H -2.136 -0.797 -3.444
H -5.594 -0.159 -2.419
H -5.061 -1.441 -3.463
H -4.639 0.344 -3.657
C -1.128 5.564 2.208
C -2.149 5.891 1.094
C -1.955 7.181 0.299
O -2.957 7.303 -0.619
C -3.130 8.425 -1.500
N -2.360 4.805 0.093
H -1.555 4.715 -0.510
H -2.465 3.815 0.519
H -3.224 5.095 -0.402
H -1.136 6.476 2.806
H -0.077 5.296 2.073
H -1.510 4.772 2.741
H -3.171 5.967 1.495
H -1.091 7.046 -0.269
H -1.895 8.068 0.976
H -3.471 9.275 -0.884
H -3.980 8.165 -2.100
H -2.310 8.651 -2.122
C -12.789 0.190 -9.092
C -13.060 1.225 -8.088
C -11.883 1.702 -7.316
O -12.424 2.652 -6.411
C -11.643 3.055 -5.306
N -13.650 2.575 -8.516
H -13.768 3.156 -7.672
H -13.080 3.142 -9.165
H -14.612 2.407 -8.992
H -12.226 0.671 -9.904
H -13.741 -0.040 -9.568
H -12.280 -0.724 -8.718
H -13.783 0.857 -7.381
H -11.197 2.174 -7.991
H -11.482 0.870 -6.730
H -11.369 2.254 -4.623
H -12.307 3.789 -4.776
H -10.800 3.695 -5.647
Br -6.053 -2.946 0.142
Br -2.205 1.667 0.743
Br 3.707 1.286 -2.960
Br 1.330 2.733 -2.204
*
```

lowest unoccupied orbital energy	-8.97	eV
energy relative to the best compared isomer or geometry (same formula, charge and spin)	0.0	kcal/mol
HOMO energy	-9.61	eV
orbital gap	0.639	eV

Results of the Löwdin charge analysis, in e, for atoms 1 through 6: number 1, C, carries -0.046; number 2, C, carries -0.444; number 3, C, carries -0.123; number 4, C, carries -0.164; number 5, C, carries -0.141; number 6, C, carries -0.365



2.
C32H45FN8OPPt | ωB97M-V/def2-TZVPD

Structure (ORCA input):
```
! wB97M-V def2-TZVPD RIJCOSX def2/J DEFGRID3
* xyz 1 1
Pt 0.318 0.812 -0.372
C 3.025 2.121 1.313
C 2.694 1.333 2.583
C 2.932 -0.175 2.417
C 1.306 1.674 3.112
C 1.279 2.491 4.240
C 0.091 2.901 4.818
C -1.103 2.528 4.231
C -1.131 1.706 3.107
C -2.487 1.385 2.502
C -3.336 0.489 3.412
C -3.255 2.679 2.208
C 0.082 1.240 2.564
N 0.032 0.256 1.510
C -0.317 -1.036 1.888
C -0.261 -1.455 3.232
C -0.631 -2.729 3.627
C -1.076 -3.660 2.700
C -1.102 -3.302 1.362
C -0.711 -2.036 0.988
F -0.728 -1.770 -0.363
H 2.967 3.195 1.499
H 4.032 1.883 0.950
H 2.320 1.900 0.513
H 3.394 1.675 3.344
H 2.487 -0.541 1.490
H 2.492 -0.741 3.241
H 4.008 -0.381 2.398
H 2.220 2.797 4.685
H 0.097 3.506 5.718
H -2.037 2.870 4.663
H -2.335 0.870 1.557
H -3.440 0.933 4.406
H -2.890 -0.499 3.531
H -4.336 0.360 2.988
H -3.541 3.193 3.129
H -4.174 2.446 1.664
H -2.654 3.369 1.611
H 0.082 -0.742 3.970
H -0.579 -2.992 4.676
H -1.390 -4.650 3.008
H -1.431 -4.000 0.599
O -1.598 2.138 -0.705
C -2.800 1.937 -0.877
C -3.730 3.028 -1.311
C -4.287 2.621 -2.709
C -3.395 1.654 -3.528
C -3.541 0.153 -3.207
C -2.905 -0.253 -1.878
N -3.363 0.683 -0.823
H -3.176 3.962 -1.358
H -4.540 3.150 -0.591
H -4.413 3.535 -3.288
H -5.279 2.176 -2.599
H -2.344 1.952 -3.427
H -3.653 1.782 -4.580
H -3.086 -0.425 -4.014
H -4.606 -0.106 -3.183
H -1.819 -0.198 -1.926
H -3.182 -1.266 -1.596
H -4.374 0.728 -0.820
C 4.472 -1.915 -3.162
N 2.993 -2.248 -3.398
C 2.677 -3.558 -2.657
N 3.016 -3.454 -1.282
C 4.429 -3.127 -1.115
N 4.761 -1.858 -1.768
C 4.146 -0.708 -1.092
P 2.285 -0.780 -1.108
C 2.111 -1.128 -2.923
C 2.137 -2.545 -0.535
H 4.675 -0.962 -3.645
H 5.050 -2.701 -3.643
H 2.834 -2.389 -4.397
H 3.264 -4.337 -3.139
H 1.616 -3.758 -2.789
H 5.035 -3.924 -1.547
H 4.658 -3.051 -0.055
H 4.475 0.219 -1.567
H 4.481 -0.676 -0.055
H 2.366 -0.223 -3.473
H 1.074 -1.371 -3.151
H 1.103 -2.870 -0.640
H 2.385 -2.595 0.526
N -1.223 -0.715 -5.924
C -0.643 0.089 -5.322
N 0.069 0.996 -4.673
C 0.287 1.115 -3.433
N 0.642 1.322 -2.334
*
```

lowest unoccupied orbital energy	-3.57	eV
HOMO energy	-9.48	eV
orbital gap	5.902	eV

Results of the Löwdin charge analysis, in e, for atoms 1 through 6: number 1, Pt, carries 0.964; number 2, C, carries -0.064; number 3, C, carries -0.351; number 4, C, carries -0.063; number 5, C, carries -0.142; number 6, C, carries -0.034



3.
CHNO3 | ωB97M-V/def2-TZVPD

Structure (ORCA input):
```
! wB97M-V def2-TZVPD RIJCOSX def2/J DEFGRID3
* xyz 0 1
C 0.190 -0.172 -0.346
N -0.400 0.482 0.444
O 1.049 -2.650 -2.083
O 0.414 -0.869 -1.241
O -0.213 1.365 1.450
H -1.039 1.844 1.775
*
```

lowest unoccupied orbital energy (alpha / beta)	-1.63 / -1.52	eV
energy relative to the best compared isomer or geometry (same formula, charge and spin)	146.8	kcal/mol
HOMO energy (alpha / beta)	-10.27 / -10.22	eV
orbital gap (alpha / beta)	8.647 / 8.696	eV

The molecule's natural (NBO) atomic charges, reported in e, are given here: number 1, C, carries 0.800; number 2, N, carries -0.246; number 3, O, carries -0.057; number 4, O, carries -0.493; number 5, O, carries -0.510; number 6, H, carries 0.505



4.
C5H8Br2N3 | ωB97M-V/def2-TZVPD

Structure (ORCA input):
```
! wB97M-V def2-TZVPD RIJCOSX def2/J DEFGRID3
* xyz 1 1
C -1.390 0.170 -1.865
C -1.178 -1.079 -1.539
C -0.507 1.070 0.270
C -0.984 1.300 -0.997
C -0.383 -1.271 0.126
N -0.247 -0.170 0.814
N -0.139 -2.450 0.612
N 0.376 -0.329 2.030
Br -1.210 3.045 -1.535
Br 3.748 1.856 0.307
H -1.599 0.611 -2.871
H -1.394 -1.938 -2.288
H -0.378 1.951 0.947
H -0.284 -2.470 1.642
H -0.236 -3.134 0.003
H 1.264 -0.955 1.985
H 0.633 0.583 2.502
H 3.909 3.211 -0.145
*
```

lowest unoccupied orbital energy	-3.64	eV
energy relative to the best compared isomer or geometry (same formula, charge and spin)	44.5	kcal/mol
HOMO energy	-12.68	eV
orbital gap	9.041	eV

Results of the natural (NBO) charge analysis, in e, for atoms 1 through 6: number 1, C, carries -0.248; number 2, C, carries -0.173; number 3, C, carries -0.041; number 4, C, carries -0.128; number 5, C, carries 0.528; number 6, N, carries -0.196



5.
C15H12ClIN4O2V | ωB97M-V/def2-TZVPD

Structure (ORCA input):
```
! wB97M-V def2-TZVPD RIJCOSX def2/J DEFGRID3
* xyz 2 2
V 0.277 1.696 -0.333
Cl 3.117 -4.172 1.602
C 2.621 -2.541 1.450
C 3.106 -1.593 2.307
C 2.701 -0.236 2.224
I 3.425 1.170 3.553
C 1.810 0.117 1.258
O 1.279 1.368 1.035
C 1.339 -0.838 0.348
N 0.507 -0.334 -0.615
C -0.021 -1.181 -1.496
C 0.257 -2.545 -1.471
C 1.123 -3.050 -0.525
C 1.701 -2.186 0.419
H 3.813 -1.886 3.071
H -0.679 -0.764 -2.249
H -0.203 -3.191 -2.205
H 1.358 -4.107 -0.507
N -4.008 -0.010 2.466
C -3.459 0.595 1.411
C -2.061 0.656 1.224
N -1.576 1.280 0.158
C -2.402 1.848 -0.741
C -3.772 1.757 -0.541
N -4.286 1.143 0.507
H -3.463 -0.394 3.217
H -5.011 0.009 2.562
H -1.361 0.213 1.919
H -1.976 2.371 -1.591
H -4.462 2.197 -1.251
C 1.935 1.907 -3.224
C 1.142 2.101 -2.015
O 0.825 3.133 -1.406
H 2.281 2.849 -3.646
H 1.344 1.354 -3.958
H 2.779 1.265 -2.959
*
```

lowest unoccupied orbital energy (alpha / beta)	-8.10 / -8.15	eV
energy relative to the best compared isomer or geometry (same formula, charge and spin)	3.4	kcal/mol
⟨S²⟩	0.776
HOMO energy (alpha / beta)	-14.65 / -14.64	eV
orbital gap (alpha / beta)	6.548 / 6.493	eV

Results of the natural (NBO) charge analysis, in e, for atoms 1 through 6: number 1, V, carries 1.312; number 2, Cl, carries 0.110; number 3, C, carries -0.011; number 4, C, carries -0.234; number 5, C, carries -0.166; number 6, I, carries 0.321



6.
C28H36MnN8P2S2 | ωB97M-V/def2-TZVPD

Structure (ORCA input):
```
! wB97M-V def2-TZVPD RIJCOSX def2/J DEFGRID3
* xyz 4 4
Mn 0.313 0.279 1.126
C -0.703 -4.874 2.336
N -0.838 -3.549 1.695
C -1.757 -3.239 0.726
C -1.560 -1.935 0.393
N -0.530 -1.451 1.168
C -0.100 -2.457 1.937
P 1.234 -2.314 3.168
C 0.678 -0.720 3.866
N 0.360 0.359 3.141
C 0.121 1.376 4.041
C 0.283 0.891 5.302
N 0.630 -0.425 5.174
C 0.906 -1.335 6.307
C 2.430 -1.534 2.038
N 2.130 -0.487 1.261
C 3.305 -0.083 0.667
C 4.304 -0.900 1.096
N 3.739 -1.806 1.954
C 4.478 -2.874 2.658
H -1.402 -5.549 1.852
H 0.309 -5.246 2.197
H -0.948 -4.798 3.392
H -2.456 -3.969 0.353
H -2.064 -1.345 -0.350
H -0.093 2.395 3.760
H 0.199 1.368 6.264
H 0.651 -0.810 7.222
H 0.291 -2.226 6.220
H 1.963 -1.592 6.320
H 3.358 0.748 -0.014
H 5.355 -0.918 0.863
H 5.503 -2.859 2.300
H 4.468 -2.684 3.728
H 4.034 -3.840 2.431
N -3.232 3.570 0.217
C -3.656 2.277 0.861
C -2.554 1.239 0.726
N -1.246 1.705 1.258
C -0.872 3.015 0.650
C -1.947 4.073 0.819
H -3.971 4.272 0.321
H -3.099 3.428 -0.793
H -4.574 1.941 0.381
H -3.878 2.514 1.903
H -2.406 0.973 -0.319
H -2.863 0.346 1.268
H -1.375 1.852 2.259
H -0.671 2.840 -0.406
H 0.051 3.380 1.104
H -1.672 4.996 0.312
H -2.165 4.303 1.863
S -1.908 2.189 -2.766
P -0.377 0.868 -2.814
S 0.708 0.469 -1.092
C 0.641 1.874 -3.868
C 0.064 2.143 -5.153
C 0.750 2.917 -6.067
C 1.996 3.423 -5.731
C 2.571 3.155 -4.468
C 1.896 2.407 -3.535
C -0.820 -0.675 -3.540
C 0.196 -1.618 -3.767
C -0.100 -2.778 -4.454
C -1.397 -3.007 -4.911
C -2.404 -2.080 -4.682
C -2.119 -0.906 -4.002
H -0.889 1.707 -5.423
H 0.325 3.115 -7.041
H 2.544 4.024 -6.445
H 3.559 3.537 -4.249
H 2.339 2.203 -2.570
H 1.207 -1.438 -3.421
H 0.676 -3.507 -4.648
H -1.617 -3.912 -5.463
H -3.404 -2.264 -5.050
H -2.900 -0.170 -3.853
*
```

lowest unoccupied orbital energy (alpha / beta)	-12.09 / -13.39	eV
energy relative to the best compared isomer or geometry (same formula, charge and spin)	0.0	kcal/mol
⟨S²⟩	3.799
HOMO energy (alpha / beta)	-18.69 / -18.67	eV
orbital gap (alpha / beta)	6.595 / 5.280	eV

Results of the Löwdin charge analysis, in e, for atoms 1 through 6: number 1, Mn, carries 0.584; number 2, C, carries 0.036; number 3, N, carries -0.080; number 4, C, carries 0.017; number 5, C, carries -0.075; number 6, N, carries -0.049



7.
C4H10NS | ωB97M-V/def2-TZVPD

Structure (ORCA input):
```
! wB97M-V def2-TZVPD RIJCOSX def2/J DEFGRID3
* xyz -1 1
C 0.201 0.846 -0.490
N 0.707 -0.480 -0.207
C -0.424 -1.475 -0.156
C -1.417 -1.219 1.006
S -2.380 -2.663 1.487
C 1.373 1.855 -0.617
H -0.312 0.959 -1.448
H -0.368 1.291 0.341
H 1.171 -0.484 0.693
H 0.104 -2.423 -0.027
H -0.885 -1.411 -1.135
H -2.113 -0.431 0.636
H -0.792 -0.860 1.849
H 1.484 2.277 -1.625
H 1.284 2.731 0.063
H 2.366 1.487 -0.371
*
```

lowest unoccupied orbital energy	3.61	eV
energy relative to the best compared isomer or geometry (same formula, charge and spin)	10.9	kcal/mol
HOMO energy	-2.26	eV
structure (SMILES)	CCNCC[S-]
orbital gap	5.863	eV

Results of the natural (NBO) charge analysis, in e, for atoms 1 through 6: number 1, C, carries -0.229; number 2, N, carries -0.639; number 3, C, carries -0.221; number 4, C, carries -0.559; number 5, S, carries -0.708; number 6, C, carries -0.613



| no. | E_tot (eV) |
| --- | --- |
| 1 | -358987.7110 |
| 2 | -63128.5059 |
| 3 | -8677.3187 |
| 4 | -149860.1436 |
| 5 | -72101.0213 |
| 6 | -113073.8401 |
| 7 | -16635.6386 |